Entry 1:
DFT (ωB97M-V/def2-TZVPD) results for a cluster of 7 separate species, C38H73NO18Si in total in a non-equilibrium geometry.

Last columns: bonded neighbours and bond lengths (Å).
Cartesian coordinates (Å):
1 Si -0.718 2.487 3.594  C27 1.926, C46 1.926, C54 1.946, H108 1.486
2 O 4.643 4.860 3.671  C32 1.426, C43 1.357
3 O 12.627 0.521 1.710  C33 1.426, C42 1.357
4 O 11.925 1.219 -0.251  C42 1.357, C57 1.426
5 O -1.085 -5.696 10.677  C37 1.221
6 O -3.379 -3.118 4.105  C51 1.357, C55 1.426
7 O -0.320 -1.651 -11.649  C47 1.221
8 O -2.211 -3.957 5.765  C36 1.426, C51 1.357
9 O -7.190 -1.712 -7.572  C21 1.221
10 O -8.793 -1.831 -9.214  C21 1.357, C48 1.426
11 O -1.125 -2.682 4.191  C51 1.221
12 O -7.011 -3.103 -9.392  C21 1.357, C34 1.426
13 O -2.402 -7.224 11.777  C24 1.426, C37 1.357
14 O -1.637 -3.180 -10.549  C22 1.426, C47 1.357
15 O 6.362 3.533 3.999  C40 1.426, C43 1.357
16 O -1.840 -5.376 12.823  C26 1.426, C37 1.357
17 O 5.156 3.308 2.056  C43 1.221
18 O 10.463 1.269 1.521  C42 1.221
19 O -1.075 -1.332 -9.503  C23 1.426, C47 1.357
20 N -3.500 2.457 3.665  C46 1.533, H82 1.049, H98 1.051
21 C -7.621 -2.169 -8.619  O9 1.221, O10 1.357, O12 1.357
22 C -1.590 -4.009 -11.708  O14 1.426, H67 1.093, H91 1.095, H112 1.095
23 C -0.395 -0.078 -9.482  O19 1.426, H78 1.095, H97 1.095, H116 1.093
24 C -2.356 -8.054 10.618  O13 1.426, H60 1.095, H73 1.093, H107 1.095
25 C 0.972 0.831 -2.041  C44 1.640, C49 1.672, H86 1.179, H89 1.189
26 C -1.160 -4.123 12.844  O16 1.426, H101 1.095, H121 1.095, H122 1.093
27 C 0.608 1.097 3.458  Si1 1.926, C45 1.640, H111 1.191, H124 1.191
28 C -2.898 -2.944 -6.334  C39 1.668, C53 1.647, H69 1.177, H71 1.172
29 C -1.146 -1.559 -4.729  C39 1.642, C52 1.652, H128 1.173, H131 1.194
30 C -1.522 7.687 2.604  C31 1.672, C50 1.669, H81 1.171
31 C -1.221 6.518 3.761  C30 1.672, C41 1.641, H77 1.184
32 C 3.552 5.297 2.862  O2 1.426, H62 1.093, H63 1.095, H83 1.095
33 C 12.388 0.268 3.093  O3 1.426, H61 1.095, H84 1.093, H90 1.095
34 C -5.757 -3.555 -8.886  O12 1.426, H94 1.095, H102 1.095, H113 1.093
35 C 0.461 5.181 1.778  C38 1.640, C41 1.671, H129 1.190
36 C -0.967 -4.129 6.440  O8 1.426, H75 1.093, H96 1.095, H117 1.095
37 C -1.712 -6.062 11.659  O5 1.221, O13 1.357, O16 1.357
38 C 0.117 6.317 0.647  C35 1.640, C50 1.650, H87 1.190
39 C -2.704 -1.715 -5.222  C28 1.668, C29 1.642, H65 1.187, H105 1.183
40 C 7.210 2.473 3.560  O15 1.426, H80 1.093, H103 1.095, H115 1.095
41 C -0.217 5.304 3.300  C31 1.641, C35 1.671, C54 1.672
42 C 11.560 1.028 1.042  O3 1.357, O4 1.357, O18 1.221
43 C 5.365 3.846 3.132  O2 1.357, O15 1.357, O17 1.221
44 C 0.599 0.154 -0.595  C25 1.640, C56 1.668, H76 1.193, H130 1.175
45 C 0.522 0.275 2.042  C27 1.640, C56 1.647, H125 1.172, H126 1.194
46 C -2.325 1.994 4.534  Si1 1.926, N20 1.533, H110 1.171, H119 1.186
47 C -0.946 -2.017 -10.667  O7 1.221, O14 1.357, O19 1.357
48 C -9.548 -0.849 -8.506  O10 1.426, H79 1.095, H88 1.093, H127 1.095
49 C 0.680 -0.354 -3.185  C25 1.672, C52 1.646, H66 1.194, H74 1.173
50 C -0.868 7.570 1.074  C30 1.669, C38 1.650, C58 1.657
51 C -2.136 -3.200 4.641  O6 1.357, O8 1.357, O11 1.221
52 C -0.909 -0.363 -3.615  C29 1.652, C49 1.646, H92 1.193, H109 1.171
53 C -3.798 -4.116 -5.608  C28 1.647, H93 1.172, H95 1.185, H104 1.184
54 C 0.179 4.049 4.332  Si1 1.946, C41 1.672, H68 1.173, H114 1.179
55 C -3.453 -2.346 2.908  O6 1.426, H72 1.095, H100 1.093, H106 1.095
56 C 0.826 1.181 0.701  C44 1.668, C45 1.647, H70 1.175, H120 1.190
57 C 10.893 1.752 -1.079  O4 1.426, H59 1.095, H64 1.095, H85 1.093
58 C -1.189 8.689 -0.107  C50 1.657, H99 1.170, H118 1.192, H123 1.188
59 H 10.583 2.739 -0.721  C57 1.095
60 H -1.326 -8.354 10.399  C24 1.095
61 H 11.594 -0.476 3.217  C33 1.095
62 H 3.045 6.110 3.390  C32 1.093
63 H 2.834 4.484 2.710  C32 1.095
64 H 10.040 1.068 -1.121  C57 1.095
65 H -3.437 -1.962 -4.320  C39 1.187
66 H 0.867 -1.377 -2.599  C49 1.194
67 H -2.175 -4.910 -11.503  C22 1.093
68 H -0.194 4.231 5.429  C54 1.173
69 H -3.461 -2.475 -7.255  C28 1.177
70 H 0.073 2.067 0.531  C56 1.175
71 H -1.881 -3.411 -6.683  C28 1.172
72 H -2.832 -2.790 2.123  C55 1.095
73 H -2.940 -8.955 10.823  C24 1.093
74 H 1.429 -0.282 -4.084  C49 1.173
75 H -1.144 -4.750 7.323  C36 1.093
76 H -0.570 -0.082 -0.630  C44 1.193
77 H -1.705 6.574 4.840  C31 1.184
78 H 0.683 -0.221 -9.612  C23 1.095
79 H -9.827 -1.218 -7.514  C48 1.095
80 H 7.969 2.308 4.329  C40 1.093
81 H -2.209 8.584 2.913  C30 1.171
82 H -4.418 2.214 4.109  N20 1.049
83 H 3.912 5.682 1.903  C32 1.095
84 H 13.307 -0.135 3.527  C33 1.093
85 H 11.295 1.864 -2.090  C57 1.093
86 H 0.315 1.766 -2.328  C25 1.179
87 H 0.583 6.242 -0.446  C38 1.190
88 H -10.464 -0.655 -9.071  C48 1.093
89 H 2.127 1.109 -2.091  C25 1.189
90 H 12.137 1.195 3.617  C33 1.095
91 H -0.560 -4.310 -11.927  C22 1.095
92 H -1.578 -0.525 -2.641  C52 1.193
93 H -3.557 -5.138 -6.129  C53 1.172
94 H -5.885 -4.032 -7.909  C34 1.095
95 H -3.550 -4.136 -4.450  C53 1.185
96 H -0.570 -3.164 6.772  C36 1.095
97 H -0.793 0.590 -10.252  C23 1.095
98 H -3.408 3.491 3.501  N20 1.051
99 H -1.496 9.740 0.306  C58 1.170
100 H -4.492 -2.349 2.567  C55 1.093
101 H -1.559 -3.454 12.074  C26 1.095
102 H -5.044 -2.727 -8.824  C34 1.095
103 H 7.716 2.745 2.629  C40 1.095
104 H -4.943 -3.829 -5.701  C53 1.184
105 H -3.062 -0.679 -5.664  C39 1.183
106 H -3.156 -1.310 3.099  C55 1.095
107 H -2.802 -7.543 9.759  C24 1.095
108 H -1.120 2.826 2.204  Si1 1.486
109 H -1.168 0.712 -4.004  C52 1.171
110 H -2.446 0.843 4.709  C46 1.171
111 H 0.526 0.299 4.339  C27 1.191
112 H -2.037 -3.498 -12.567  C22 1.095
113 H -5.360 -4.299 -9.583  C34 1.093
114 H 1.334 3.824 4.266  C54 1.179
115 H 6.638 1.548 3.436  C40 1.095
116 H -0.565 0.382 -8.505  C23 1.093
117 H -0.246 -4.645 5.797  C36 1.095
118 H -2.019 8.288 -0.862  C58 1.192
119 H -2.468 2.540 5.577  C46 1.186
120 H 1.909 1.675 0.696  C56 1.190
121 H -0.083 -4.266 12.714  C26 1.095
122 H -1.331 -3.662 13.821  C26 1.093
123 H -0.185 8.787 -0.735  C58 1.188
124 H 1.718 1.521 3.540  C27 1.191
125 H -0.522 -0.243 1.927  C45 1.172
126 H 1.379 -0.556 2.071  C45 1.194
127 H -8.987 0.088 -8.429  C48 1.095
128 H -0.741 -2.575 -4.304  C29 1.173
129 H 1.168 4.263 1.508  C35 1.190
130 H 1.224 -0.809 -0.344  C44 1.175
131 H -0.470 -1.259 -5.667  C29 1.194

Values from the calculation:
Electronic energy in Ha: -3189.803755
Net charge: 0
Highest occupied orbital energy in eV: -7.92



Entry 2:
DFT (ωB97M-V/def2-TZVPD) results for a cluster of 10 separate species, C38H75NO18S9 in total in a non-equilibrium geometry.

Last columns: bonded neighbours and bond lengths (Å).
Cartesian coordinates (Å):
1 S 7.422 2.164 1.885  O10 1.437, O18 1.437, C31 1.789, C55 1.816
2 S 3.745 -1.743 3.133  O21 1.429, O25 1.448, C29 1.782, C66 1.797
3 S 0.371 5.995 1.012  O17 1.439, O26 1.432, C36 1.792, C45 1.794
4 S 1.077 -0.898 -1.544  O13 1.439, O22 1.434, C48 1.800, C52 1.785
5 S -3.435 2.783 -0.422  O11 1.438, O20 1.430, C53 1.783, C58 1.782
6 S -2.906 1.493 -4.388  O16 1.433, O23 1.442, C37 1.774, C42 1.789
7 S -1.389 -3.899 -5.144  O19 1.441, O24 1.436, C38 1.792, C49 1.799
8 S -1.268 -4.416 0.730  O12 1.440, O27 1.443, C50 1.803, C56 1.795
9 S -2.512 -0.326 4.432  O14 1.442, O15 1.445, C46 1.799, C65 1.779
10 O 8.060 1.670 3.074  S1 1.437
11 O -3.551 3.564 0.780  S5 1.438
12 O -0.338 -5.449 0.351  S8 1.440
13 O 1.144 -2.309 -1.272  S4 1.439
14 O -2.023 -1.159 5.503  S9 1.442
15 O -2.105 -0.599 3.072  S9 1.445
16 O -3.488 2.800 -4.483  S6 1.433
17 O -0.674 5.991 2.002  S3 1.439
18 O 7.896 3.360 1.242  S1 1.437
19 O -2.657 -3.298 -5.474  S7 1.441
20 O -2.239 2.935 -1.192  S5 1.430
21 O 3.296 -2.416 1.956  S2 1.429
22 O 1.349 -0.465 -2.884  S4 1.434
23 O -3.107 0.693 -3.205  S6 1.442
24 O -0.206 -3.393 -5.781  S7 1.436
25 O 3.708 -0.297 3.192  S2 1.448
26 O 1.667 6.478 1.380  S3 1.432
27 O -2.193 -3.912 -0.257  S8 1.443
28 N 4.485 2.268 -2.392  C40 1.145
29 C 2.945 -2.457 4.556  S2 1.782, C41 1.531, H68 1.084, H114 1.094
30 C -0.416 -5.392 -3.244  C35 1.526, C38 1.526, H69 1.091, H124 1.088
31 C 5.657 2.306 2.137  S1 1.789, C34 1.514, H98 1.088, H106 1.087
32 C 5.271 -3.106 4.856  C41 1.520, C66 1.531, H78 1.093, H125 1.091
33 C -4.577 0.943 5.414  C54 1.526, C65 1.525, H87 1.092, H128 1.094
34 C 5.126 1.922 0.773  C31 1.514, C57 1.540, H122 1.091, H123 1.088
35 C -1.220 -6.345 -4.125  C30 1.526, C49 1.504, H89 1.096, H105 1.093
36 C 0.481 4.362 0.285  S3 1.792, C62 1.506, H92 1.095, H119 1.083
37 C -1.161 1.520 -4.704  S6 1.774, C39 1.533, H72 1.088, H110 1.089
38 C -1.102 -4.035 -3.380  S7 1.792, C30 1.526, H71 1.092, H138 1.083
39 C -0.909 0.095 -5.208  C37 1.533, C43 1.542, H67 1.088, H112 1.088
40 C 3.534 2.523 -2.977  N28 1.145, C60 1.466
41 C 3.846 -3.625 4.965  C29 1.531, C32 1.520, H100 1.091, H115 1.090
42 C -3.320 0.496 -5.815  S6 1.789, C43 1.530, H91 1.091, H99 1.088
43 C -2.017 -0.184 -6.244  C39 1.542, C42 1.530, H104 1.085, H118 1.093
44 C -5.948 2.372 -0.586  C53 1.523, C63 1.538, H103 1.092, H129 1.090
45 C -0.131 6.841 -0.489  S3 1.794, C59 1.525, H132 1.091, H134 1.085
46 C -2.226 1.394 4.875  S9 1.799, C54 1.495, H70 1.091, H96 1.088
47 C 1.362 1.104 0.134  C51 1.531, C52 1.515, H95 1.095, H116 1.087
48 C -0.441 -0.152 -0.928  S4 1.800, C51 1.514, H85 1.091, H111 1.092
49 C -1.532 -5.669 -5.431  S7 1.799, C35 1.504, H76 1.088, H77 1.088
50 C -0.453 -3.064 1.598  S8 1.803, C64 1.519, H127 1.087, H141 1.092
51 C -0.043 0.539 0.359  C47 1.531, C48 1.514, H117 1.088, H140 1.093
52 C 2.171 -0.053 -0.415  S4 1.785, C47 1.515, H80 1.096, H82 1.086
53 C -4.901 3.154 -1.366  S5 1.783, C44 1.523, H97 1.086, H136 1.086
54 C -3.573 2.025 5.026  C33 1.526, C46 1.495, H108 1.087, H121 1.088
55 C 7.320 0.833 0.654  S1 1.816, C57 1.527, H101 1.087, H120 1.087
56 C -2.101 -5.066 2.182  S8 1.795, C61 1.504, H75 1.087, H90 1.092
57 C 5.827 0.591 0.444  C34 1.540, C55 1.527, H79 1.090, H107 1.090
58 C -3.853 1.068 -0.178  S5 1.782, C63 1.533, H74 1.087, H130 1.088
59 C -0.500 5.736 -1.473  C45 1.525, C62 1.542, H102 1.089, H135 1.096
60 C 2.337 2.740 -3.794  C40 1.466, H86 1.083, H126 1.086, H131 1.096
61 C -1.923 -4.064 3.290  C56 1.504, C64 1.516, H81 1.096, H94 1.092
62 C 0.472 4.569 -1.207  C36 1.506, C59 1.542, H109 1.091, H113 1.098
63 C -5.377 0.971 -0.311  C44 1.538, C58 1.533, H133 1.088, H139 1.089
64 C -0.562 -3.434 3.068  C50 1.519, C61 1.516, H93 1.095, H137 1.090
65 C -4.287 -0.262 4.524  S9 1.779, C33 1.525, H84 1.091, H88 1.086
66 C 5.399 -2.298 3.561  S2 1.797, C32 1.531, H73 1.093, H83 1.088
67 H -0.917 -0.627 -4.394  C39 1.088
68 H 1.900 -2.674 4.366  C29 1.084
69 H 0.622 -5.360 -3.580  C30 1.091
70 H -1.670 1.304 5.810  C46 1.091
71 H -2.093 -4.175 -2.944  C38 1.092
72 H -0.616 1.734 -3.786  C37 1.088
73 H 5.736 -2.869 2.692  C66 1.093
74 H -3.344 0.558 -0.992  C58 1.087
75 H -3.097 -5.425 1.935  C56 1.087
76 H -2.548 -5.822 -5.790  C49 1.088
77 H -0.860 -5.971 -6.231  C49 1.088
78 H 5.518 -2.457 5.700  C32 1.093
79 H 5.581 0.333 -0.586  C57 1.090
80 H 2.285 -0.768 0.408  C52 1.096
81 H -2.746 -3.341 3.307  C61 1.096
82 H 3.132 0.098 -0.898  C52 1.086
83 H 6.066 -1.440 3.621  C66 1.088
84 H -4.649 -0.063 3.515  C65 1.091
85 H -1.190 -0.945 -0.914  C48 1.091
86 H 1.783 3.606 -3.452  C60 1.083
87 H -5.614 1.232 5.231  C33 1.092
88 H -4.650 -1.228 4.861  C65 1.086
89 H -2.121 -6.663 -3.590  C35 1.096
90 H -1.504 -5.956 2.385  C56 1.092
91 H -3.641 1.216 -6.568  C42 1.091
92 H -0.478 3.902 0.543  C36 1.095
93 H 0.221 -4.159 3.318  C64 1.095
94 H -1.995 -4.483 4.296  C61 1.092
95 H 1.269 1.897 -0.616  C47 1.095
96 H -1.555 1.814 4.129  C46 1.088
97 H -5.066 4.222 -1.255  C53 1.086
98 H 5.362 1.561 2.873  C31 1.088
99 H -4.198 -0.092 -5.557  C42 1.088
100 H 3.655 -4.496 4.336  C41 1.091
101 H 7.876 0.008 1.093  C55 1.087
102 H -0.487 6.050 -2.515  C59 1.089
103 H -6.867 2.325 -1.175  C44 1.092
104 H -2.131 -1.244 -6.449  C43 1.085
105 H -0.685 -7.290 -4.242  C35 1.093
106 H 5.461 3.325 2.463  C31 1.087
107 H 5.416 -0.177 1.099  C57 1.090
108 H -3.589 2.844 5.741  C54 1.087
109 H 0.172 3.658 -1.726  C62 1.091
110 H -0.910 2.236 -5.486  C37 1.089
111 H -0.760 0.586 -1.668  C48 1.092
112 H 0.064 0.021 -5.689  C39 1.088
113 H 1.465 4.840 -1.588  C62 1.098
114 H 3.040 -1.696 5.336  C29 1.094
115 H 3.610 -3.900 5.993  C41 1.090
116 H 1.806 1.489 1.049  C47 1.087
117 H -0.066 -0.108 1.233  C51 1.088
118 H -1.701 0.271 -7.186  C43 1.093
119 H 1.301 3.818 0.739  C36 1.083
120 H 7.810 1.172 -0.255  C55 1.087
121 H -3.879 2.424 4.061  C54 1.088
122 H 5.411 2.632 -0.005  C34 1.091
123 H 4.041 1.852 0.754  C34 1.088
124 H -0.471 -5.725 -2.210  C30 1.088
125 H 6.008 -3.907 4.912  C32 1.091
126 H 1.751 1.827 -3.841  C60 1.086
127 H 0.519 -2.926 1.130  C50 1.087
128 H -4.560 0.627 6.460  C33 1.094
129 H -6.223 2.871 0.344  C44 1.090
130 H -3.410 0.771 0.770  C58 1.088
131 H 2.765 2.978 -4.774  C60 1.096
132 H 0.764 7.347 -0.853  C45 1.091
133 H -5.595 0.290 -1.131  C63 1.088
134 H -0.895 7.571 -0.244  C45 1.085
135 H -1.526 5.404 -1.280  C59 1.096
136 H -4.821 2.769 -2.378  C53 1.086
137 H -0.413 -2.566 3.709  C64 1.090
138 H -0.546 -3.177 -3.025  C38 1.083
139 H -5.813 0.563 0.600  C63 1.089
140 H -0.707 1.386 0.548  C51 1.093
141 H -1.107 -2.217 1.383  C50 1.092

Values from the calculation:
Energy above the lowest of the compared OMol25 structures with the same formula, charge and spin in eV: 0.000
Electronic energy in Ha: -6485.617316
Net charge: 0
Highest occupied orbital energy in eV: -9.84



- Look up the highest occupied orbital energy of the first one.
  -7.92 eV